{
  "formula": "C44H38As3N4O8SSeTi",
  "method": "ωB97M-V with the def2-TZVPD basis set",
  "orbital_gap_ev": [4.47, 4.55],
  "spin_multiplicity": 1,
  "total_charge": 1,
  "symbols": ["Ti", "Se", "N", "C", "C", "C", "C", "C", "N", "C", "C", "N", "C", "C", "C", "C", "C", "N", "H", "H", "H", "H", "H", "H", "S", "C", "C", "C", "C", "C", "C", "As", "C", "C", "C", "C", "C", "C", "C", "C", "C", "C", "C", "C", "H", "H", "H", "H", "H", "H", "H", "H", "H", "H", "H", "H", "H", "H", "C", "O", "C", "O", "C", "C", "As", "C", "C", "C", "As", "C", "C", "O", "O", "C", "C", "O", "O", "C", "C", "O", "O", "C", "H", "H", "H", "H", "H", "H", "H", "H", "H", "H", "H", "H", "H", "H", "H", "H", "H", "H"],
  "coordinates": [[-0.086758, -0.541638, -0.472252], [-1.179858, -5.498838, 5.214948], [-0.596158, -3.840938, 5.149748], [-0.563058, -3.440738, 3.891448], [-0.101358, -2.152038, 3.468248], [0.372542, -1.197138, 4.351848], [0.929742, -0.035138, 3.827948], [0.912342, 0.166862, 2.463148], [0.339642, -0.670738, 1.588648], [-0.115558, -1.867538, 2.071648], [-0.612558, -2.806738, 1.135848], [-0.702358, -2.404838, -0.172552], [-1.256458, -3.248038, -1.047652], [-1.639458, -4.534138, -0.729852], [-1.528258, -4.979738, 0.583948], [-1.048158, -4.101538, 1.539748], [-0.999658, -4.415738, 2.939148], [-1.367558, -5.569238, 3.464848], [0.335442, -1.381938, 5.413648], [1.380442, 0.697662, 4.473448], [1.386342, 1.064862, 2.061748], [-1.389358, -2.887338, -2.064852], [-2.023458, -5.175438, -1.502752], [-1.835658, -5.968938, 0.875448], [0.294742, -1.283238, -2.750452], [1.869842, -0.788038, -3.353752], [2.079442, -0.711438, -4.728252], [3.280642, -0.226538, -5.213852], [4.272042, 0.193162, -4.338352], [4.081442, 0.081162, -2.972452], [2.898142, -0.447238, -2.467252], [2.462942, -0.494338, -0.580852], [4.242542, -0.131038, 0.200248], [4.520242, 1.100362, 0.782648], [5.772642, 1.345762, 1.325748], [6.748442, 0.362662, 1.294348], [6.482342, -0.860638, 0.699048], [5.236942, -1.107738, 0.150048], [2.445542, -2.409038, -0.152152], [2.579542, -2.728638, 1.199448], [2.447742, -4.034238, 1.634948], [2.190642, -5.042538, 0.718148], [2.078942, -4.740038, -0.628952], [2.195842, -3.428838, -1.063852], [1.281442, -0.996338, -5.398952], [3.430442, -0.144738, -6.279552], [5.187342, 0.619362, -4.718252], [4.841642, 0.424762, -2.278652], [3.744642, 1.863962, 0.797548], [5.986042, 2.301262, 1.780148], [7.718842, 0.549562, 1.729048], [7.245042, -1.624638, 0.666348], [5.024542, -2.063438, -0.320652], [2.814242, -1.932538, 1.906048], [2.547242, -4.266838, 2.686048], [2.091342, -6.063938, 1.052448], [1.907642, -5.527938, -1.348452], [2.100642, -3.210838, -2.123752], [-4.446258, 2.664462, 2.564848], [-3.184758, 3.200762, 2.939748], [-2.203158, 3.378162, 2.081348], [-1.096958, 3.716462, 2.481348], [-2.296958, 2.999962, 0.653548], [-3.119958, 3.454662, -0.299052], [-3.156458, 2.838562, -2.197852], [-5.070458, 2.399362, -2.415352], [-2.446158, 1.153362, -1.475252], [-1.045058, 1.107762, -1.309352], [-0.503458, 2.149862, 0.348948], [0.159342, 3.803662, -0.522152], [-0.118758, 1.501862, -2.350752], [1.080942, 1.649762, -2.088352], [-0.651858, 1.708262, -3.546452], [0.234842, 2.102762, -4.586052], [-3.217758, 0.518862, -0.466652], [-4.363658, 0.755062, -0.129252], [-2.519858, -0.506738, 0.212648], [-3.353158, -1.165838, 1.164248], [-3.981358, 4.651562, -0.166252], [-4.478658, 5.148762, -1.151252], [-4.044058, 5.165162, 1.055448], [-4.803458, 6.361262, 1.222948], [-5.116558, 3.469062, 2.266448], [-4.847058, 2.190662, 3.458448], [-4.358758, 1.938962, 1.755148], [-5.587658, 3.239762, -2.879552], [-5.556358, 2.152662, -1.476452], [-5.126658, 1.536462, -3.083752], [-0.453758, 4.066962, -1.390752], [1.202242, 3.693062, -0.827152], [0.089242, 4.593162, 0.229148], [-0.256258, 1.849862, -5.520352], [1.184242, 1.578562, -4.484652], [0.410342, 3.177062, -4.526352], [-2.826158, -2.039938, 1.534248], [-4.288458, -1.471238, 0.688648], [-3.580058, -0.489538, 1.991548], [-4.558158, 6.739162, 2.212748], [-5.869758, 6.140362, 1.149248], [-4.545858, 7.088962, 0.452948]],
  "forces_ev_per_angstrom": [[-1.075, 2.789, -1.707], [0.037, 0.302, -0.410], [0.359, 0.862, 0.011], [-0.329, -1.078, 0.839], [-0.014, 0.450, -1.297], [0.393, 0.704, -0.313], [-0.285, -0.782, 0.427], [0.250, 0.511, -0.455], [-0.158, -1.034, 1.306], [0.661, 1.359, 1.904], [-0.892, -1.693, -1.331], [-0.662, -2.393, 1.500], [-0.025, 0.151, -0.382], [-0.003, -0.298, 0.758], [-0.091, 0.370, -0.785], [0.366, 1.085, -0.595], [-0.084, -0.635, 1.217], [-0.117, -0.168, -0.930], [0.043, -0.066, 0.104], [0.043, 0.182, 0.037], [-0.357, -0.341, 0.006], [0.103, -0.060, 0.255], [-0.124, -0.069, -0.129], [-0.045, -0.190, 0.063], [0.196, -0.226, 0.129], [0.161, -0.055, 0.217], [0.023, -0.144, 0.172], [0.040, 0.003, 0.039], [0.004, 0.003, -0.070], [-0.033, -0.120, 0.454], [-0.142, 0.188, -0.304], [1.999, -0.915, -0.779], [-0.436, 0.321, 0.216], [-0.423, 0.030, -0.122], [0.046, 0.044, 0.050], [-0.043, 0.082, -0.008], [-0.016, -0.004, -0.026], [-0.428, -0.220, -0.234], [-0.015, -0.134, 0.132], [0.190, 0.285, -0.056], [0.043, -0.088, 0.068], [0.005, -0.020, 0.069], [0.020, -0.004, -0.025], [0.208, 0.118, -0.250], [-0.025, -0.016, -0.070], [0.023, -0.002, -0.102], [0.098, 0.008, -0.041], [0.038, -0.054, -0.134], [0.192, -0.001, 0.072], [-0.008, 0.093, 0.029], [0.068, 0.033, 0.029], [0.036, -0.055, -0.030], [0.093, 0.074, 0.087], [-0.033, -0.200, 0.021], [0.052, -0.024, 0.084], [-0.009, -0.119, 0.046], [-0.024, -0.048, -0.050], [0.014, 0.008, 0.168], [-0.488, -0.154, -0.155], [0.158, 0.081, 0.441], [0.981, 0.437, 0.187], [-0.712, 0.082, 0.122], [-0.213, 0.102, -0.300], [0.328, -0.163, 0.068], [0.103, -0.593, 0.343], [-0.066, 0.174, 0.041], [-0.734, -0.661, -0.304], [-0.544, -0.096, 0.475], [0.064, 0.849, 0.156], [0.304, 0.014, -0.021], [1.137, 0.699, -0.805], [-0.757, 0.019, -0.361], [-0.010, -0.267, 0.534], [0.473, 0.181, -0.159], [-0.414, 0.879, -0.873], [0.092, -0.526, 0.213], [0.726, 0.048, -0.159], [-0.261, -0.101, 0.307], [-0.080, 0.229, -0.331], [-0.179, 0.067, 0.369], [0.116, -0.064, 0.238], [-0.239, 0.334, -0.115], [0.038, -0.068, 0.004], [0.062, -0.024, -0.018], [-0.043, 0.068, 0.046], [0.231, 0.011, -0.013], [0.117, -0.018, -0.035], [0.102, 0.049, 0.088], [0.066, -0.123, 0.161], [-0.223, -0.079, 0.055], [-0.139, -0.197, 0.015], [-0.014, 0.013, 0.001], [-0.112, 0.139, -0.114], [-0.037, 0.001, -0.042], [0.048, 0.023, -0.032], [0.165, 0.060, 0.112], [-0.025, -0.120, -0.041], [-0.018, -0.053, -0.075], [0.059, 0.005, 0.022], [0.026, -0.055, 0.080]],
  "lowdin_charge": [0.6507, 1.1956, -0.2284, -0.3293, -0.0726, 0.0522, 0.0106, -0.1575, -0.0447, -0.1564, -0.1568, -0.0307, -0.1164, 0.0129, 0.0508, -0.0883, -0.3288, -0.2261, 0.1295, 0.1241, 0.0767, 0.0743, 0.1229, 0.1298, 0.8110, -0.6280, -0.1193, -0.0675, -0.0640, -0.0743, -0.3742, 1.3540, -0.3567, -0.1064, -0.0714, -0.0669, -0.0620, -0.1000, -0.3805, -0.1346, -0.0726, -0.0712, -0.0641, -0.1059, 0.1134, 0.1122, 0.1086, 0.1036, 0.1022, 0.1093, 0.1104, 0.1118, 0.1136, 0.1110, 0.1146, 0.1118, 0.1135, 0.0877, -0.0212, 0.0098, -0.5551, 0.0357, -0.2463, -0.2644, 1.3499, -0.2822, -0.3762, -0.5415, 1.3717, -0.2155, -0.6964, -0.0576, -0.0808, -0.0097, -0.5563, 0.0216, -0.1534, -0.0220, -0.5209, 0.0814, -0.0521, -0.0132, 0.0933, 0.1019, 0.0718, 0.0212, 0.0183, 0.0317, 0.0358, 0.0304, 0.0409, 0.1057, 0.0723, 0.1074, 0.0780, 0.1133, 0.1045, 0.1016, 0.1036, 0.0997]
}

=====

{
  "formula": "C4H11N2",
  "method": "ωB97M-V with the def2-TZVPD basis set",
  "orbital_gap_ev": 9.50,
  "spin_multiplicity": 1,
  "e_above_lowest_kj_mol": 179.76,
  "total_charge": 1,
  "symbols": ["C", "C", "C", "C", "N", "N", "H", "H", "H", "H", "H", "H", "H", "H", "H", "H", "H"],
  "coordinates": [[-1.691350, 0.363329, -1.973459], [1.012839, -0.915034, 0.459291], [0.666878, -1.481927, 1.751260], [-1.056853, 1.979327, -0.413700], [-0.948832, 0.675091, -1.009251], [2.202969, -0.949601, -0.016942], [-2.432149, 1.032261, -2.410190], [-1.597066, -0.619774, -2.410435], [0.135955, -2.421487, 1.557720], [-0.052445, -0.854003, 2.275438], [1.527131, -1.696765, 2.382523], [-1.801764, 2.612987, -0.901221], [-1.320300, 1.856881, 0.637216], [-0.081117, 2.463444, -0.461928], [2.425787, -0.579836, -0.936306], [0.217905, -0.412111, -0.149679], [2.977480, -1.357285, 0.505530]],
  "forces_ev_per_angstrom": [[-0.129, 0.012, -0.197], [-0.170, 0.256, -0.314], [0.003, -0.353, 0.495], [-0.082, 0.337, 0.091], [0.055, -0.284, -0.095], [0.343, -0.090, 0.029], [-0.045, 0.138, 0.038], [-0.015, -0.230, -0.110], [-0.019, -0.017, -0.031], [0.047, 0.095, -0.027], [0.008, -0.010, 0.034], [0.009, 0.031, 0.025], [-0.007, 0.110, 0.037], [-0.031, 0.100, 0.044], [-0.127, 0.015, 0.113], [0.319, -0.171, -0.024], [-0.158, 0.061, -0.107]],
  "nbo_charge": [-0.0003, 0.3001, -0.7184, -0.4444, -0.4614, -0.6153, 0.1702, 0.1792, 0.2912, 0.2777, 0.2452, 0.2019, 0.2119, 0.2119, 0.4371, 0.2870, 0.4264]
}

=====

{
  "formula": "C20H22FOSi",
  "method": "ωB97M-V with the def2-TZVPD basis set",
  "orbital_gap_ev": 4.77,
  "spin_multiplicity": 1,
  "total_charge": 1,
  "symbols": ["F", "C", "C", "C", "C", "C", "C", "C", "C", "C", "C", "C", "C", "C", "H", "H", "H", "H", "H", "H", "H", "H", "H", "H", "C", "Si", "C", "C", "C", "C", "C", "C", "O", "H", "H", "H", "H", "H", "H", "H", "H", "H", "H", "H", "H"],
  "coordinates": [[4.204686, 3.228887, 2.599559], [3.778290, 1.942919, 2.633150], [4.694696, 0.905987, 2.704144], [4.263562, -0.405204, 2.727342], [2.920940, -0.687095, 2.696740], [1.950534, 0.338609, 2.643018], [0.587063, -0.060080, 2.631468], [-0.636520, 0.657927, 2.672780], [-1.827001, -0.100515, 2.622813], [-3.059356, 0.498064, 2.652872], [-3.160183, 1.874942, 2.731958], [-2.016826, 2.649626, 2.799145], [-0.777817, 2.058683, 2.780068], [2.430818, 1.662234, 2.595215], [5.741904, 1.143223, 2.733790], [4.981037, -1.208149, 2.775002], [2.590669, -1.711333, 2.719455], [0.456555, -1.130252, 2.590569], [-1.752564, -1.173387, 2.568752], [-3.949827, -0.107225, 2.616868], [-4.129311, 2.341362, 2.744702], [-2.099103, 3.722429, 2.871802], [0.081904, 2.687528, 2.884475], [1.772261, 2.495883, 2.484075], [-0.704182, -2.681344, -4.739211], [-1.459348, -1.367228, -3.635747], [-2.109692, 0.071132, -4.640137], [-2.811727, -2.079082, -2.556432], [-0.184361, -0.661760, -2.479540], [1.148838, -0.969012, -2.314466], [1.635031, -0.132164, -1.310185], [0.580918, 0.647886, -0.906131], [-0.542137, 0.334746, -1.611240], [-1.451200, -3.088409, -5.415060], [0.101742, -2.250303, -5.326273], [-0.304990, -3.488007, -4.131028], [-2.897120, -0.248965, -5.316067], [-2.503171, 0.824394, -3.963610], [-1.298821, 0.507812, -5.216380], [-3.624719, -2.471975, -3.159880], [-2.404130, -2.876790, -1.941686], [-3.193981, -1.296805, -1.906808], [1.714889, -1.710860, -2.854461], [2.637925, -0.094076, -0.918938], [0.623841, 1.405728, -0.136502]],
  "forces_ev_per_angstrom": [[-0.368, -1.079, -0.009], [-0.367, 0.198, 0.025], [0.365, 0.379, 0.005], [0.036, -0.131, 0.044], [-0.524, -0.180, 0.000], [0.442, 0.012, -0.048], [-0.186, 0.587, -0.032], [0.202, -0.036, 0.054], [0.255, -0.260, -0.010], [-0.289, -0.294, -0.024], [-0.115, -0.180, -0.070], [0.397, 0.317, -0.003], [0.092, 0.168, 0.074], [0.084, 0.659, -0.106], [0.318, 0.055, -0.005], [0.090, -0.045, 0.000], [-0.062, -0.228, 0.005], [-0.029, -0.277, -0.003], [-0.016, -0.234, -0.065], [-0.106, -0.084, -0.017], [-0.208, 0.108, 0.023], [0.033, 0.097, 0.035], [0.079, 0.166, 0.014], [-0.128, 0.264, -0.006], [0.043, 0.428, 0.498], [-0.623, 0.011, -0.397], [0.160, -0.367, 0.239], [0.302, 0.117, -0.223], [0.896, -0.614, -0.266], [-1.063, -0.311, -0.659], [-0.329, 1.017, 1.013], [1.146, -0.604, -0.026], [0.726, 0.235, 0.512], [-0.094, -0.034, -0.065], [0.137, -0.033, -0.156], [0.095, -0.210, -0.012], [-0.129, 0.032, -0.126], [-0.104, 0.193, 0.013], [0.046, 0.129, -0.138], [-0.166, -0.077, -0.011], [-0.041, -0.168, 0.123], [-0.154, 0.075, 0.136], [-0.152, -0.016, -0.093], [0.037, 0.085, 0.036], [-0.730, 0.128, -0.280]],
  "nbo_charge": [-0.2939, 0.3954, -0.1521, -0.2136, -0.0789, -0.1687, 0.1878, -0.2138, -0.0597, -0.2289, -0.0681, -0.2356, -0.0378, -0.1850, 0.2540, 0.2489, 0.2288, 0.2225, 0.2271, 0.2446, 0.2402, 0.2426, 0.2040, 0.2283, -1.1004, 1.5819, -1.0999, -1.1008, -0.1231, -0.2923, -0.3195, 0.0619, -0.4098, 0.2506, 0.2434, 0.2389, 0.2419, 0.2389, 0.2424, 0.2433, 0.2345, 0.2338, 0.2359, 0.2236, 0.1870]
}

=====

{
  "formula": "C12H16N2O5",
  "method": "ωB97M-V with the def2-TZVPD basis set",
  "orbital_gap_ev": 8.93,
  "spin_multiplicity": 1,
  "e_above_lowest_kj_mol": 525.29,
  "smiles": "N[C@@H](CO)C(=O)N[C@@H](Cc1ccc(O)cc1)C(=O)O",
  "total_charge": 0,
  "symbols": ["N", "C", "C", "O", "C", "O", "N", "C", "C", "C", "C", "C", "C", "O", "C", "C", "C", "O", "O", "H", "H", "H", "H", "H", "H", "H", "H", "H", "H", "H", "H", "H", "H", "H", "H"],
  "coordinates": [[-4.539790, 0.646887, -0.569046], [-3.611925, -0.109765, 0.293964], [-3.848798, -1.580294, -0.216161], [-5.197913, -1.884694, -0.226934], [-2.247768, 0.272281, -0.001748], [-2.007277, 1.014438, -0.979596], [-1.300691, -0.180216, 0.848902], [-0.046161, 0.356402, 0.578827], [0.842530, -0.101398, -0.581141], [2.293727, -0.257870, -0.363953], [2.815911, -1.374451, 0.358767], [4.184897, -1.300597, 0.688134], [5.012355, -0.407130, 0.028550], [6.460393, -0.279862, -0.041332], [4.443738, 0.672461, -0.634244], [3.113837, 0.755222, -0.846275], [-0.178163, 1.840941, 0.465730], [0.681095, 2.587331, -0.115960], [-1.357191, 2.360906, 1.059795], [-5.223684, 1.244817, 0.053073], [-4.014502, 1.185628, -1.305204], [-4.050336, -0.019730, 1.415221], [-3.369522, -2.482626, 0.389999], [-3.350484, -1.756683, -1.164785], [-5.591917, -1.058038, -0.558400], [-1.611760, -0.689009, 1.606950], [0.503494, 0.287176, 1.468928], [0.515543, -1.113997, -0.807702], [0.596621, 0.645908, -1.322314], [2.067669, -2.071161, 0.874985], [4.705651, -2.181191, 0.969551], [6.866325, -1.345519, 0.047426], [5.135665, 1.416434, -1.159992], [2.658118, 1.501236, -1.483282], [-1.349701, 3.406154, 1.229268]],
  "forces_ev_per_angstrom": [[-1.597, 1.936, 1.312], [-3.909, -1.118, 0.852], [1.645, -2.605, 2.041], [-0.513, 0.356, -0.151], [0.689, 1.587, -1.215], [0.180, -1.922, 1.371], [-1.169, 0.374, -3.483], [1.750, 1.336, 0.799], [-1.457, -1.256, -0.176], [0.194, -0.595, 1.349], [-1.049, 2.167, 0.768], [0.637, -1.426, -1.860], [1.374, 2.347, -0.330], [-0.475, -6.071, 1.116], [2.301, 1.389, -1.518], [-0.892, -0.696, -0.181], [1.400, 5.743, -1.928], [-3.681, -3.046, 2.824], [2.002, 2.439, 0.698], [2.169, -1.224, -2.087], [-0.799, -0.484, 1.383], [1.647, -0.266, -2.370], [-0.623, 2.171, -0.446], [-0.109, 0.626, -0.698], [-0.203, -0.121, -0.186], [-0.040, -1.088, 1.891], [1.155, -0.390, 1.547], [-0.624, 0.053, -0.617], [0.279, -0.551, -0.868], [1.462, 0.719, -1.011], [0.141, -0.836, 1.214], [-1.722, 4.783, -0.278], [-0.951, -1.143, 1.002], [0.158, 0.264, 0.281], [0.633, -3.450, -1.044]],
  "nbo_charge": [-0.8938, -0.1766, -0.0588, -0.7215, 0.6741, -0.6340, -0.5886, -0.1705, -0.4221, -0.0358, -0.2046, -0.2912, 0.2874, -0.6802, -0.2349, -0.1777, 0.8245, -0.6048, -0.7368, 0.3820, 0.4218, 0.2191, 0.1683, 0.1673, 0.4858, 0.4130, 0.2431, 0.2202, 0.2541, 0.2164, 0.2061, 0.4714, 0.2267, 0.2323, 0.5186]
}